Record 1
Below is BF4Sn as an isolated structure, with properties calculated with ωB97M-V/def2-TZVPD.

Cartesian coordinates (Å):
Sn -2.36982 -1.21857 1.34736
B 0.45989 0.25899 -0.29483
F 0.53131 -0.93231 0.41904
F -0.81954 0.80742 -0.19177
F 1.36690 1.10884 0.28859
F 0.83126 -0.02438 -1.56839

Cartesian forces, eV/Å:
Sn 2.51 1.32 -1.40
B 3.42 1.30 -1.00
F -2.18 -2.36 1.95
F -2.81 -0.65 0.89
F -0.25 0.47 0.38
F -0.69 -0.07 -0.81

Output
Highest occupied orbital energy, Ha: -0.5557
Charge: +1
Frontier orbital gap, eV: 5.24


Record 2
Below is a 2-piece molecular cluster, C4H12N3O overall, with properties calculated with ωB97M-V/def2-TZVPD.

Cartesian coordinates (Å):
C 0.47319 2.17493 -0.74213
C -0.93319 1.87407 -0.31915
N -1.89350 2.53327 -0.96891
O -1.20517 1.11848 0.62040
H 0.56343 2.26725 -1.82083
H 1.14740 1.40694 -0.37689
H 0.78451 3.11713 -0.29331
H -2.86408 2.34314 -0.77357
H -1.67413 3.06142 -1.79897
C 1.55944 -1.88463 0.35883
C 0.22676 -1.98928 0.31848
N -0.60081 -1.33521 1.34354
N 2.41863 -2.54295 -0.48660
H 2.03529 -1.30712 1.14131
H -0.31986 -2.54482 -0.43331
H -1.50153 -1.80429 1.40026
H -0.17011 -1.39603 2.26637
H -0.79126 -0.32108 1.08215
H 1.99991 -2.97504 -1.29457
H 3.30965 -2.11869 -0.67969

Cartesian forces, eV/Å:
C 0.18 -0.06 0.08
C -0.01 0.16 0.10
N -0.11 0.01 -0.42
O -0.04 -0.21 0.00
H 0.02 0.00 -0.08
H -0.02 -0.10 -0.04
H -0.05 0.10 0.02
H 0.06 0.02 0.12
H -0.06 0.04 0.16
C -0.04 -0.35 -0.29
C 0.28 -0.11 -0.08
N 0.04 -0.10 -0.20
N -0.40 0.31 0.09
H 0.08 0.07 0.05
H 0.02 0.11 0.14
H -0.06 -0.02 0.13
H -0.07 0.11 -0.04
H 0.04 0.11 0.15
H 0.06 -0.08 -0.04
H 0.07 0.00 0.15

Output
Highest occupied orbital energy, Ha: -0.4632
Charge: +1
Frontier orbital gap, eV: 9.95